A 10-piece molecular cluster, C60H142O32P2 overall at a distorted geometry. Source: the OMol25 dataset; level of theory: ωB97M-V with the def2-TZVPD basis set.

```
236
Properties=species:S:1:pos:R:3:lowdin_charge:R:1
C -2.1337 5.7871 -5.0409 -0.073
C -2.9367 7.0336 -5.1042 -0.304
O -3.2732 7.2914 -3.7534 -0.185
P -4.8371 7.4451 -3.2883 0.490
O -5.1012 7.4113 -1.8417 -0.228
O -5.7387 6.3953 -4.1544 -0.221
C -5.7860 5.0397 -3.7102 -0.260
C -6.0487 4.2325 -5.0143 -0.061
O -5.2248 8.8450 -4.0292 -0.201
C -6.5391 9.3650 -3.9886 -0.276
C -6.6669 10.2284 -5.2372 -0.074
H -2.0180 5.3120 -6.0151 0.085
H -1.2147 6.0430 -4.5135 0.086
H -2.6446 5.0586 -4.4113 0.073
H -2.4588 7.9338 -5.4906 0.127
H -3.7861 6.8562 -5.7638 0.111
H -4.8274 4.7487 -3.2807 0.108
H -6.6289 4.8919 -3.0351 0.121
H -5.2716 4.3187 -5.7737 0.071
H -6.3090 3.2082 -4.7476 0.074
H -6.9582 4.6994 -5.3923 0.073
H -7.2852 8.5712 -4.0235 0.115
H -6.6395 9.9449 -3.0711 0.121
H -7.6861 10.5596 -5.4362 0.075
H -5.9682 11.0614 -5.3150 0.077
H -6.4291 9.6228 -6.1117 0.074
C -0.2826 -1.0473 4.3691 -0.073
C 0.9796 -0.1772 4.1967 -0.225
O 1.5496 -0.3042 2.8336 -0.199
P 1.0860 0.6368 1.5696 0.473
O 2.0998 0.7113 0.4905 -0.227
O -0.3188 -0.0723 1.1703 -0.209
C -0.3108 -1.1698 0.2762 -0.276
C 0.5516 -2.3504 0.6774 -0.076
O 0.6176 2.0022 2.2536 -0.175
C 0.1164 3.0108 1.4402 -0.318
C 1.1502 4.0345 1.1631 -0.077
H -0.1274 -2.1232 4.2893 0.075
H -0.6955 -0.7983 5.3467 0.075
H -0.9766 -0.6236 3.6432 0.067
H 0.6876 0.8596 4.3639 0.099
H 1.6879 -0.3800 5.0000 0.112
H -1.3446 -1.5152 0.2819 0.119
H -0.0038 -0.7283 -0.6719 0.117
H 0.1129 -3.2542 0.2547 0.075
H 1.5827 -2.3112 0.3260 0.083
H 0.4395 -2.4902 1.7526 0.067
H -0.4398 2.6520 0.5741 0.124
H -0.7095 3.4775 1.9770 0.123
H 1.5749 4.5430 2.0287 0.081
H 1.9810 3.7159 0.5336 0.083
H 0.6430 4.8988 0.7343 0.081
C -3.6625 -10.1304 4.6547 -0.123
O -4.2698 -8.9120 4.9277 -0.209
C -4.9478 -8.3631 3.7937 -0.188
C -5.5814 -7.0574 4.2808 -0.148
O -6.3947 -7.2082 5.5118 -0.159
C -5.6479 -6.8849 6.7214 -0.167
C -6.5126 -7.2405 7.9161 -0.223
O -5.8270 -6.6562 9.0238 -0.208
C -6.6699 -6.7821 10.2519 -0.057
H -2.9497 -9.9054 3.8613 0.089
H -4.3560 -10.9132 4.3471 0.086
H -3.2137 -10.5428 5.5583 0.091
H -5.6669 -9.0789 3.3955 0.125
H -4.2334 -8.0978 3.0144 0.121
H -6.3854 -6.8406 3.5774 0.118
H -4.8708 -6.2309 4.2876 0.122
H -5.5160 -5.8030 6.7099 0.126
H -4.7194 -7.4509 6.6467 0.116
H -6.6387 -8.3022 8.1284 0.121
H -7.5336 -6.8984 7.7472 0.122
H -7.3753 -5.9572 10.1517 0.085
H -6.0052 -6.4941 11.0663 0.077
H -7.0142 -7.8010 10.4290 0.084
C 4.6488 -8.9589 5.5271 -0.109
O 5.3082 -8.6109 6.7625 -0.203
C 4.3651 -7.8264 7.6195 -0.137
C 5.0612 -7.6305 9.0457 -0.183
O 6.0749 -6.6854 9.0942 -0.145
C 5.7715 -5.3195 8.9694 -0.197
C 7.0650 -4.5082 8.9939 -0.129
O 6.7991 -3.0720 9.2895 -0.207
C 7.9736 -2.3753 9.6895 -0.122
H 4.2151 -8.1165 4.9883 0.080
H 3.8385 -9.5899 5.8923 0.078
H 5.3505 -9.4829 4.8782 0.086
H 3.4853 -8.4396 7.8145 0.110
H 4.0637 -6.8492 7.2422 0.107
H 5.5405 -8.5808 9.2806 0.126
H 4.3258 -7.3950 9.8151 0.119
H 4.9866 -5.0627 9.6807 0.127
H 5.2197 -5.1428 8.0462 0.112
H 7.5150 -4.5389 8.0016 0.126
H 7.7466 -4.9049 9.7463 0.119
H 8.6451 -2.3385 8.8317 0.083
H 8.4342 -2.9567 10.4882 0.077
H 7.8529 -1.3693 10.0914 0.084
C -4.7164 -10.7153 -4.0883 -0.111
O -3.5187 -9.9986 -3.8269 -0.184
C -2.5458 -10.3891 -4.7742 -0.204
C -1.5941 -9.2098 -5.1597 -0.118
O -2.4460 -8.2303 -5.8653 -0.169
C -1.9154 -6.9442 -5.9870 -0.205
C -3.0437 -5.8551 -6.2408 -0.184
O -3.8087 -5.5907 -5.0962 -0.191
C -4.7638 -6.5439 -4.6558 -0.094
H -5.4390 -10.3038 -3.3836 0.088
H -4.6284 -11.7801 -3.8725 0.085
H -5.0750 -10.5584 -5.1056 0.089
H -2.9648 -10.6471 -5.7468 0.114
H -2.0847 -11.2893 -4.3679 0.124
H -0.8085 -9.4595 -5.8728 0.118
H -1.0881 -8.7373 -4.3178 0.117
H -1.1825 -6.8990 -6.7926 0.115
H -1.3812 -6.6380 -5.0875 0.119
H -3.6485 -6.1060 -7.1122 0.121
H -2.4877 -4.9362 -6.4271 0.119
H -5.0280 -7.2834 -5.4118 0.087
H -5.6146 -6.0514 -4.1850 0.085
H -4.2491 -7.1108 -3.8801 0.079
C 2.6975 -0.6955 -8.1569 -0.123
O 1.7381 -0.6960 -9.2042 -0.194
C 2.3057 -0.1369 -10.4427 -0.165
C 1.4301 -0.4123 -11.6618 -0.213
O 0.3352 0.4510 -11.6111 -0.158
C -0.6345 0.3674 -12.6810 -0.153
C -1.7295 1.3922 -12.3920 -0.198
O -1.4517 2.7549 -12.7228 -0.180
C -0.5076 3.4434 -11.8787 -0.092
H 2.2059 -1.3025 -7.3966 0.085
H 2.7777 0.3076 -7.7379 0.087
H 3.6274 -1.2077 -8.4039 0.085
H 3.2832 -0.6038 -10.5638 0.110
H 2.5835 0.9048 -10.2819 0.122
H 1.1819 -1.4723 -11.7156 0.126
H 1.9932 -0.2988 -12.5882 0.121
H -1.0323 -0.6462 -12.7316 0.124
H -0.1150 0.6126 -13.6074 0.127
H -2.0403 1.2849 -11.3528 0.123
H -2.6716 1.1467 -12.8824 0.121
H 0.4872 3.0050 -11.7995 0.075
H -0.8385 3.5808 -10.8493 0.083
H -0.4356 4.4208 -12.3557 0.085
C 8.2706 -4.0367 0.6221 -0.109
O 9.1511 -3.3416 -0.2845 -0.206
C 8.5569 -2.1350 -0.9240 -0.141
C 9.7100 -1.3679 -1.6070 -0.203
O 10.1858 -2.2970 -2.5402 -0.118
C 11.2546 -1.7880 -3.3571 -0.184
C 10.8569 -0.7076 -4.3099 -0.232
O 9.9115 -1.1466 -5.2434 -0.169
C 10.4300 -2.0287 -6.2291 -0.098
H 8.8252 -4.8181 1.1416 0.080
H 7.4007 -4.4917 0.1486 0.081
H 7.9861 -3.3413 1.4118 0.078
H 7.9707 -1.5008 -0.2590 0.117
H 7.8789 -2.5781 -1.6535 0.122
H 10.4333 -1.0442 -0.8586 0.128
H 9.3618 -0.4533 -2.0869 0.114
H 11.8093 -2.5956 -3.8349 0.122
H 12.0495 -1.4092 -2.7146 0.123
H 11.7275 -0.2412 -4.7709 0.126
H 10.3706 0.1262 -3.8036 0.118
H 10.7764 -2.9624 -5.7859 0.081
H 11.2826 -1.5605 -6.7210 0.083
H 9.7419 -2.2361 -7.0486 0.088
C 1.5305 4.8341 9.4963 -0.108
O 0.4446 5.4879 8.8314 -0.194
C 0.8644 6.5891 7.9482 -0.181
C -0.3317 7.3164 7.3232 -0.165
O -0.8257 8.3281 8.2380 -0.133
C -1.7550 7.9238 9.2488 -0.187
C -3.0738 7.5087 8.6826 -0.196
O -3.7367 8.6648 8.1371 -0.187
C -4.8484 8.4894 7.2920 -0.116
H 2.0741 5.6262 10.0114 0.080
H 2.2617 4.3749 8.8311 0.080
H 1.2052 4.0988 10.2323 0.085
H 1.4863 6.2912 7.1041 0.116
H 1.4549 7.3756 8.4180 0.123
H -1.0100 6.5552 6.9378 0.119
H 0.0384 7.9509 6.5179 0.127
H -1.8832 8.7548 9.9424 0.131
H -1.3808 7.1284 9.8933 0.118
H -3.6925 7.1201 9.4915 0.125
H -2.9791 6.7150 7.9415 0.116
H -5.3537 9.4315 7.0793 0.088
H -5.5851 7.8164 7.7306 0.078
H -4.5337 7.9813 6.3805 0.082
C 7.5113 6.0618 -5.8593 -0.096
O 7.4088 7.4249 -5.3896 -0.181
C 7.4040 8.4032 -6.4824 -0.199
C 8.7234 8.8769 -6.9431 -0.208
O 9.1513 7.9409 -7.9051 -0.161
C 10.2016 8.3051 -8.7946 -0.176
C 10.1748 7.4435 -10.0982 -0.160
O 11.1990 6.4227 -10.1858 -0.176
C 10.9754 5.4048 -9.2351 -0.126
H 6.8258 5.8965 -6.6905 0.085
H 7.2305 5.3287 -5.1030 0.078
H 8.5544 5.8211 -6.0645 0.077
H 6.8871 9.2626 -6.0553 0.123
H 6.7649 8.1081 -7.3146 0.126
H 9.3155 8.9330 -6.0297 0.137
H 8.6390 9.8320 -7.4616 0.128
H 11.1759 8.2326 -8.3111 0.125
H 10.1567 9.3669 -9.0372 0.113
H 10.3690 8.0962 -10.9492 0.117
H 9.1497 7.0945 -10.2232 0.122
H 11.7865 4.6845 -9.3417 0.089
H 10.0333 4.8662 -9.3375 0.086
H 10.9245 5.7451 -8.2008 0.077
C -9.1496 -0.3273 3.2695 -0.116
O -9.7838 0.6063 4.1064 -0.172
C -8.8486 1.4305 4.8223 -0.211
C -9.4125 2.1951 5.9760 -0.198
O -10.1266 1.3555 6.8994 -0.126
C -10.5284 2.0390 8.0833 -0.186
C -11.2546 1.1417 9.1264 -0.191
O -12.4666 0.6203 8.6032 -0.182
C -12.6656 -0.7684 8.9014 -0.100
H -8.9015 0.1406 2.3168 0.084
H -9.9153 -1.0805 3.0842 0.089
H -8.2799 -0.7596 3.7644 0.086
H -8.3974 2.1063 4.0958 0.128
H -8.0179 0.9065 5.2949 0.119
H -10.0460 2.9775 5.5581 0.127
H -8.5818 2.6404 6.5235 0.125
H -11.1977 2.8312 7.7478 0.120
H -9.7156 2.5932 8.5527 0.116
H -11.5420 1.7473 9.9859 0.121
H -10.5627 0.3727 9.4695 0.119
H -13.6510 -1.0953 8.5693 0.085
H -12.5832 -0.9160 9.9782 0.080
H -11.9388 -1.4345 8.4366 0.085
```

Values from the calculation:
SMILES = CCOP(=O)(OCC)OCC.CCOP(=O)(OCC)OCC.COCCOCCOC.COCCOCCOC.COCCOCCOC.COCCOCCOC.COCCOCCOC.COCCOCCOC.COCCOCCOC.COCCOCCOC
Spin multiplicity = 1
Energy relative to the best compared isomer or geometry (same formula, charge and spin) = 129.3 kcal per mole
HOMO-LUMO gap = 9.7 eV